(1)
This record from the Open Molecules 2025 dataset describes C21H41N2NiO9P2SbSi3 as an isolated structure. The level of theory is ωB97M-V with the def2-TZVPD basis set.

Summary:
Frontier orbital gap (spin up / spin down)   6.48 / 6.47 eV
Spin multiplicity   3
Net charge   -2
Highest occupied orbital energy (spin up / spin down)   -2.13 / -2.12 eV

Each line ends with the Mulliken spin population.
Atoms and positions in Å:
H 2.11218 0.46908 -6.18881  0.000
H 1.46577 -2.79538 4.19284  0.000
O 2.40535 -2.36618 -1.27300  0.031
C -2.32073 -3.20977 0.47963  0.000
C 1.22527 1.52912 -4.55516  -0.002
P 2.45989 -2.38211 -2.95237  -0.005
C 2.23790 -2.07432 3.91025  0.000
Ni 1.42391 -0.17671 -1.67183  1.748
H 0.32692 2.72931 3.33094  0.000
H 0.02325 -4.95872 1.68824  0.000
C 1.24365 4.04770 -1.60832  0.006
C -5.11350 0.61918 -1.25655  -0.001
H 0.32915 -2.15816 -3.08039  0.000
O 4.91350 -1.88892 -1.04456  0.000
H -2.19956 -1.03185 -0.74782  0.003
H -3.16840 0.59591 2.61896  -0.001
O 0.98077 -2.87851 -3.26712  0.000
O 3.15194 -0.09658 -0.55620  0.037
C -3.46091 1.20085 -2.91472  0.000
H -0.16126 3.87304 2.06925  0.000
Sb 0.25774 -0.46699 1.15880  -0.021
O -0.40492 -0.75356 -2.29551  0.043
H -2.18243 -3.71271 3.53863  0.000
H 0.69048 -4.00144 0.34741  -0.001
H -2.02718 -3.08605 -0.56419  0.000
C 1.15699 2.73259 -2.35545  0.002
H 0.24439 4.32599 -1.25967  0.000
N 0.28793 0.66100 -4.56085  -0.001
H 2.85118 -2.47895 3.10768  0.000
H -2.89978 2.05724 -0.11184  0.000
H 1.63254 4.85256 -2.23347  0.000
H -2.10692 1.19627 3.89620  0.000
C -2.92858 -0.38388 -1.20365  0.001
H -3.11143 2.32804 2.96351  0.000
C -4.20619 -0.25217 -0.67385  0.000
H -2.49186 -4.27731 0.65281  0.000
Si -0.93460 -2.69002 1.63945  0.009
Si -1.14132 1.63178 1.61283  0.010
H 3.25635 1.01590 -4.95356  -0.001
H 3.68474 0.65567 4.01386  0.000
C -2.53967 0.33158 -2.32705  -0.012
H 2.57204 2.19504 -6.08798  0.000
C 0.15752 2.84355 2.25990  0.000
C -2.50589 1.41700 2.90507  0.001
N -0.86364 0.92805 -3.86024  0.006
O 2.59311 -0.90055 -3.24015  0.044
H -3.26142 -2.68176 0.64362  0.000
H 3.54302 0.46757 2.25321  0.001
H -6.10833 0.73612 -0.84170  0.000
O 3.46094 -3.35274 -3.42616  0.004
C -1.90679 2.44707 0.11235  0.000
H -4.48535 -0.81853 0.20839  0.000
O 3.49859 -2.12260 1.01586  0.000
H -1.99723 3.51501 0.33963  0.000
C -4.72980 1.34770 -2.38012  0.001
C -1.15842 0.15932 -2.87837  0.001
H 1.67673 3.62567 -4.18125  0.000
H -5.43100 2.03389 -2.84247  0.000
C 2.36027 1.28630 -5.51357  0.001
H -2.32664 -1.94617 3.57860  0.000
C -1.63746 -2.77362 3.39370  0.003
C 0.50124 0.19806 4.82931  0.002
H 1.09850 0.15678 5.74620  0.000
H -3.14772 1.75894 -3.78678  0.000
O 0.92664 1.72281 -1.57907  0.069
H 1.10679 2.69370 1.74203  0.000
H 1.31410 -3.76081 1.96143  0.000
C 1.31342 2.71862 -3.70820  0.002
Si 1.55007 -0.41301 3.37600  0.015
H 2.87760 -1.90375 4.78423  0.000
C 3.00507 0.75015 3.16043  0.000
H 0.17148 1.22769 4.68813  0.000
C 0.40469 -3.97208 1.40270  0.001
H -0.84275 -2.72095 4.14265  0.000
H -0.38503 -0.42588 4.97092  -0.001
H 2.69749 1.79319 3.07672  0.000
H 1.87650 3.92187 -0.72739  0.000
P 3.50123 -1.55851 -0.34979  0.002
H -1.27070 2.33051 -0.76945  0.002
H 4.88861 -1.65615 -1.98373  0.000

Forces on atoms 1 to 2 (eV/Å):
0.0001 -0.0017 -0.0054
0.0444 0.0374 -0.0431

(2)
This record from the Open Molecules 2025 dataset describes C21H42BBrNO19PSi2 as an isolated structure in a non-equilibrium geometry. The level of theory is ωB97M-V with the def2-TZVPD basis set.

Summary:
Frontier orbital gap   7.92 eV
Highest occupied orbital energy   -7.66 eV

Each line ends with the Löwdin charge.
Atoms and positions in Å:
O 0.70933 4.22484 -9.00650  0.119
H 3.19656 -3.71918 2.66339  0.103
H 3.88650 -2.54958 3.79663  0.087
H -2.61898 1.98142 3.23998  0.079
Br 1.47284 4.09823 1.89637  0.319
H 6.93794 -5.60887 2.41756  0.107
O -1.07937 3.81371 -10.32181  0.007
C 7.16945 -4.81918 3.13153  -0.026
C -4.55701 -1.08666 2.05354  -0.081
O 0.86682 3.95183 -11.24254  0.006
H -9.79731 1.73734 -0.59179  0.099
O -1.89546 3.18116 -4.32875  0.007
H 6.44037 -4.83573 3.92705  0.062
H -1.37782 3.10170 1.67298  -0.040
H -0.83332 -2.97777 0.94809  0.027
H -7.08562 6.34553 1.52788  0.093
H -6.31300 0.18036 2.18753  0.100
Si -0.04030 2.49337 1.60856  0.073
O -3.54270 3.32951 -2.94110  0.007
Si -0.59289 -0.09981 2.81838  0.490
H -2.92001 3.68070 -9.47561  0.094
H -7.24874 6.18465 -0.23171  0.097
C -0.49686 3.01611 -4.58129  -0.031
H 2.49479 5.14245 -10.73613  0.097
H -1.43647 -1.16407 5.59288  0.086
C -8.23377 3.76307 0.00452  -0.633
H -0.14725 2.05735 -4.20343  0.099
H -3.81722 2.38374 -1.10740  0.097
H 0.07406 3.82709 -4.13398  0.099
H -1.84321 4.84091 -8.68256  0.098
B 0.08439 -1.13120 4.40742  -0.626
H -8.49688 0.57401 -0.27229  0.090
C 4.65186 -7.92703 4.59634  -0.031
C -2.44789 -0.06202 2.63883  -0.286
C -3.16202 1.10403 2.91854  -0.113
H 4.44717 -8.28048 3.58772  0.099
H 2.03539 -0.09121 1.62087  0.024
C 3.44196 -3.53480 3.70743  -0.032
C 2.27745 4.15333 -11.13429  -0.039
H 2.54951 -3.58042 4.31824  0.078
C 4.00069 -5.74883 4.12645  -0.621
O 0.06452 -2.72625 1.17932  -0.333
H -3.59830 4.15392 -1.03176  0.097
C -5.24722 0.08549 2.31816  -0.076
H 3.79708 -8.11814 5.24187  0.098
C 11.77035 -5.30810 2.74435  -0.046
O -8.06056 2.47168 0.28660  -0.008
O 0.10666 1.44391 2.89535  -0.459
O 4.42200 -4.48028 4.17155  -0.035
H 11.91854 -4.35645 2.23739  0.096
H 2.72765 3.38815 -10.50507  0.097
O -1.46187 3.03831 -2.11807  0.112
H 7.14349 -3.84778 2.63882  0.105
O -8.87453 4.20465 -0.91081  0.129
C -2.22258 3.17073 -3.03984  -0.625
O 4.97450 -6.53494 4.58648  -0.014
O -0.70030 -1.74018 5.37042  0.092
O 9.39313 -4.89662 1.67683  0.122
H -2.69253 -2.09821 1.96582  0.091
H 1.93383 -0.39672 4.23102  0.070
C 9.46793 -5.05467 2.86725  -0.627
H -1.60504 3.08734 -8.44669  0.092
P 0.24324 -1.10286 0.93561  0.703
C -4.53764 1.19195 2.76128  -0.071
O 8.45543 -5.04452 3.72637  0.017
C -7.66587 5.89207 0.72982  -0.037
C -1.89898 3.86125 -9.15315  -0.039
H -8.70097 6.21867 0.80498  0.099
H -5.10852 3.46778 -1.66270  0.088
H -8.34367 1.70766 -1.62790  0.098
C -8.72098 1.58001 -0.61520  -0.037
O -7.56905 4.47693 0.91228  -0.002
H -5.01527 2.13483 2.96829  0.105
H 1.81182 -1.46661 5.45087  0.092
N 1.50889 -1.27846 4.50007  0.141
H -5.11883 -1.93641 1.69799  0.103
O 1.87037 -0.84313 1.04165  -0.328
H -0.36819 3.04459 -5.65955  0.087
H 0.11569 1.84192 0.30469  -0.038
O 10.59408 -5.27230 3.55197  0.001
H 2.67741 4.07381 -12.14071  0.093
H 12.60198 -5.49007 3.41909  0.091
H 11.71317 -6.11501 2.01615  0.096
H 5.52394 -8.44124 4.98942  0.094
C -3.18417 -1.16668 2.20854  -0.095
O 2.92402 -6.11931 3.74514  0.136
C -4.03243 3.33172 -1.59795  -0.034
C 0.21484 4.01801 -10.08365  -0.627

Forces on atoms 1 to 2 (eV/Å):
0.0291 0.0040 0.0623
-0.0945 -0.0678 0.0396

(3)
This record from the Open Molecules 2025 dataset describes a 7-piece molecular cluster, C21H42O7 overall in a non-equilibrium geometry. The level of theory is ωB97M-V with the def2-TZVPD basis set.

Summary:
SMILES string   CC(C)=O.CC(C)=O.CC(C)=O.CC(C)=O.CC(C)=O.CC(C)=O.CC(C)=O
Frontier orbital gap   9.53 eV
Highest occupied orbital energy   -9.38 eV

Each line ends with the natural charge from an NBO analysis.
Atoms and positions in Å:
H 32.91824 -14.85058 -22.57190  0.240
H 24.30576 -10.30179 -21.12190  0.240
H 33.60510 -13.25808 -23.61944  0.228
C 23.69982 -14.88193 -26.16085  0.595
H 30.87894 -10.84616 -29.88118  0.226
H 28.04055 -13.94650 -30.61861  0.227
H 23.95517 -12.80459 -26.08086  0.248
H 27.60399 -11.22490 -25.55272  0.215
C 27.99365 -10.29961 -25.81121  -0.738
H 29.77213 -12.85169 -24.80288  0.230
H 27.45358 -14.09920 -28.02302  0.252
C 30.72210 -12.61655 -24.19187  -0.745
O 27.62082 -8.18300 -24.86010  -0.536
H 31.20673 -13.13728 -28.90257  0.224
H 23.82772 -13.50108 -27.86693  0.229
C 31.80839 -9.16089 -23.70730  -0.753
H 30.37154 -12.10242 -23.33903  0.233
C 23.48482 -15.00086 -24.58710  -0.746
H 32.67973 -13.18712 -22.25159  0.160
C 25.26746 -10.68292 -21.27182  -0.722
H 23.04710 -15.96447 -24.12437  0.239
C 27.16710 -9.16116 -25.32558  0.614
H 31.78905 -5.60829 -23.93777  0.226
C 27.72396 -12.87666 -30.79480  -0.723
H 27.94904 -10.33408 -26.87194  0.266
C 31.17097 -6.60218 -23.64369  -0.744
H 25.59298 -13.76015 -21.69500  0.245
H 25.97527 -13.28470 -23.48009  0.241
H 25.34990 -10.24972 -26.22702  0.216
H 30.65861 -6.81504 -24.59976  0.224
H 26.40519 -13.04989 -27.36093  0.238
O 24.10846 -15.83998 -26.73866  -0.542
H 31.97906 -9.34927 -24.77205  0.259
H 26.80201 -13.06005 -31.49499  0.247
C 25.91023 -12.94661 -22.39621  -0.727
H 25.38386 -11.22716 -20.44236  0.221
C 30.78065 -10.50599 -28.86391  -0.743
O 24.15552 -11.57310 -23.20552  -0.578
C 23.41234 -13.56440 -26.76459  -0.727
H 25.99972 -9.95746 -21.81345  0.265
H 29.09190 -10.38533 -25.41551  0.214
C 27.32533 -12.36037 -29.35990  0.594
C 32.81971 -13.75422 -22.89978  -0.630
H 32.60186 -9.69824 -23.07544  0.245
C 24.97587 -11.77768 -22.25540  0.588
H 25.09656 -9.40134 -24.79779  0.224
O 32.27394 -10.75241 -27.05393  -0.561
C 32.30181 -7.73490 -23.45850  0.617
C 26.76719 -13.35105 -28.36922  -0.747
C 31.56496 -11.31543 -27.90781  0.605
H 30.76053 -9.25356 -23.54438  0.230
H 28.45134 -12.20736 -31.29188  0.249
H 29.96826 -13.09426 -27.53984  0.234
H 25.37443 -8.47576 -26.32924  0.231
C 31.14144 -12.85536 -27.84383  -0.727
H 29.82851 -10.36010 -28.46405  0.258
H 24.50250 -14.92947 -24.07826  0.229
H 22.91890 -14.21311 -24.12402  0.224
C 25.63014 -9.39530 -25.62227  -0.710
O 31.27636 -14.91080 -24.38706  -0.563
H 31.27590 -11.77928 -24.73008  0.259
H 31.20675 -9.58181 -29.14561  0.239
C 31.59264 -13.80266 -23.92742  0.585
O 33.40477 -7.45715 -22.99706  -0.549
H 30.41136 -6.38797 -22.86800  0.245
H 22.31174 -13.51759 -26.75657  0.250
H 26.01445 -13.94193 -28.77165  0.244
O 27.49302 -11.10646 -29.10600  -0.578
H 31.85585 -13.36935 -27.13783  0.246
H 26.92768 -12.67137 -22.03304  0.229

Forces on atoms 1 to 2 (eV/Å):
0.5509 1.8983 -0.6810
-1.3073 1.6744 -0.0142